DFT (wB97M-V/def2-TZVPD) results for a structure of composition C5H5NO at a distorted geometry.

Structure (XYZ):
```
12
Properties=species:S:1:pos:R:3:lowdin_charge:R:1
O 0.25 -1.50 1.96 0.14
C -0.04 -0.92 0.97 -0.29
C 0.32 -0.88 -0.57 -0.21
N -1.09 -0.44 -0.74 0.03
C -0.89 0.30 0.52 -0.23
C 0.32 1.19 0.23 -0.03
C 1.14 0.40 -0.51 -0.01
H 0.65 -1.74 -1.14 0.14
H -1.19 0.24 -1.50 0.12
H -1.76 0.70 1.05 0.14
H 0.15 2.16 0.65 0.10
H 2.15 0.48 -0.93 0.11
```

Calculated values
- Orbital gap: 10.5 eV
- Spin multiplicity: 1
- Max |F|: 1.56 eV Å⁻¹
- Net charge: 0